[1]
{"formula": "C10H14BN7O2W", "method": "the ωB97M-V functional and the def2-TZVPD basis", "orbital_gap_ev": [6.48, 7.38], "total_energy_ha": -1014.4121, "spin_multiplicity": 3, "s_squared": 2.01, "max_force_ev_per_a": 4.2, "total_charge": 2, "symbols": ["H", "N", "B", "N", "C", "W", "H", "C", "H", "C", "H", "C", "H", "H", "H", "N", "N", "N", "N", "C", "C", "H", "H", "C", "C", "C", "C", "H", "H", "H", "H", "H", "O", "N", "O"], "positions_angstrom": [[-0.512, 2.397, 2.366], [-0.155, 1.406, 0.543], [0.630, 0.721, -1.797], [0.396, 1.781, -0.672], [0.758, 3.072, -0.601], [-0.862, -0.523, 0.775], [1.228, 3.529, -1.469], [0.437, 3.562, 0.659], [0.571, 4.557, 1.044], [-0.130, 2.492, 1.365], [1.169, 1.212, -2.758], [-1.438, -1.970, 1.975], [-1.172, -1.846, 2.994], [-0.624, -2.518, 1.368], [-2.449, -2.240, 1.742], [-0.777, 0.136, -2.080], [1.478, -0.431, -1.148], [-1.541, -0.470, -1.054], [1.032, -1.079, 0.007], [-1.513, 0.126, -3.193], [2.714, -0.859, -1.455], [-1.068, 0.554, -4.097], [3.178, -0.432, -2.341], [-2.733, -0.464, -2.951], [3.116, -1.806, -0.510], [-2.737, -0.821, -1.603], [2.051, -1.916, 0.406], [-3.535, -0.623, -3.678], [4.032, -2.364, -0.459], [-3.484, -1.277, -0.971], [1.897, -2.486, 1.311], [-1.659, 0.505, 2.017], [0.592, -1.756, 4.722], [0.765, -0.583, 5.061], [0.345, 0.415, 4.479]], "atomic_forces_ev_per_a": [[0.0, 0.2, 0.1], [-0.2, 0.3, -0.2], [0.2, 0.0, 0.7], [0.2, 0.1, 0.5], [-0.2, -0.8, -0.1], [1.6, 1.6, -0.4], [-0.2, 0.0, 0.3], [-0.5, -0.5, 1.0], [0.1, 0.1, -0.1], [0.6, 0.5, -1.4], [-0.3, -0.3, 0.3], [-0.1, 0.7, -0.1], [0.1, -0.5, 1.1], [-0.5, -0.2, 0.2], [-0.5, -0.9, 0.2], [-1.0, -0.7, 0.0], [-0.1, -0.3, 0.5], [0.6, 0.9, -1.4], [1.2, 0.2, -0.9], [1.6, 0.5, 0.3], [-0.8, 0.1, 0.4], [-0.4, -0.2, 0.3], [0.1, -0.3, 0.3], [-1.7, -0.9, 0.6], [-0.9, -0.2, 0.8], [0.1, 0.4, -1.2], [-0.3, 1.2, -1.3], [0.4, 0.1, 0.5], [0.1, 0.1, -0.1], [-0.1, -0.1, -0.2], [0.4, -0.2, -0.1], [0.4, -0.9, -0.6], [0.9, 2.8, 1.5], [-2.3, -0.8, -3.4], [1.4, -2.0, 1.9]]}

=====

[2]
{"formula": "C27H32BIrN7O3PS", "method": "the ωB97M-V functional and the def2-TZVPD basis", "orbital_gap_ev": [7.35, 5.10], "total_energy_ha": -2525.5611, "spin_multiplicity": 2, "s_squared": 0.76, "e_above_lowest_kj_mol": 101.05, "max_force_ev_per_a": 0.6, "total_charge": 1, "symbols": ["Ir", "B", "N", "C", "C", "C", "N", "N", "C", "C", "C", "N", "H", "H", "H", "H", "H", "H", "H", "H", "C", "C", "C", "C", "C", "C", "C", "C", "H", "H", "H", "H", "H", "C", "N", "C", "N", "C", "N", "C", "P", "C", "C", "H", "H", "H", "H", "H", "H", "H", "H", "H", "H", "H", "H", "C", "C", "C", "C", "C", "C", "C", "S", "O", "O", "O", "H", "H", "H", "H", "H", "H", "H"], "positions_angstrom": [[1.222, 1.153, -0.971], [2.776, 3.764, 0.404], [3.692, 2.674, -0.223], [5.021, 2.604, -0.165], [5.432, 1.370, -0.653], [4.261, 0.719, -1.001], [3.217, 1.519, -0.728], [1.642, 4.057, -0.643], [1.193, 5.258, -1.002], [0.154, 5.104, -1.912], [0.019, 3.734, -2.050], [0.931, 3.114, -1.281], [2.298, 3.388, 1.437], [3.422, 4.771, 0.495], [5.589, 3.435, 0.217], [6.439, 1.007, -0.755], [4.107, -0.251, -1.443], [1.656, 6.146, -0.608], [-0.399, 5.876, -2.416], [-0.622, 3.166, -2.701], [0.758, 1.161, 0.893], [0.474, 1.153, 2.066], [0.080, 1.151, 3.448], [-0.814, 2.112, 3.924], [-1.209, 2.100, 5.252], [-0.716, 1.133, 6.117], [0.178, 0.179, 5.651], [0.576, 0.184, 4.324], [-1.179, 2.881, 3.254], [-1.896, 2.853, 5.616], [-1.021, 1.128, 7.155], [0.571, -0.570, 6.325], [1.278, -0.553, 3.957], [-3.565, 0.033, 0.609], [-3.020, -1.073, -0.154], [-3.648, -1.117, -1.477], [-3.538, 0.142, -2.222], [-4.092, 1.227, -1.435], [-3.360, 1.265, -0.164], [-2.067, 1.736, -0.216], [-0.937, 0.360, -1.286], [-1.568, -1.019, -0.217], [-2.186, 0.421, -2.676], [-3.061, 0.121, 1.571], [-4.634, -0.107, 0.758], [-4.707, -1.343, -1.348], [-3.187, -1.914, -2.060], [-5.145, 1.042, -1.228], [-3.978, 2.178, -1.952], [-1.537, 1.717, 0.738], [-1.950, 2.657, -0.779], [-1.148, -0.867, 0.780], [-1.188, -1.964, -0.606], [-1.886, -0.319, -3.414], [-2.158, 1.403, -3.153], [0.228, -7.379, -0.476], [0.473, -5.944, -0.848], [0.904, -5.027, 0.106], [1.165, -3.708, -0.233], [0.990, -3.310, -1.550], [0.566, -4.204, -2.526], [0.305, -5.513, -2.165], [1.315, -1.662, -2.042], [1.646, -0.932, -0.774], [2.340, -1.620, -3.033], [0.011, -1.098, -2.535], [-0.108, -7.468, 0.556], [1.150, -7.955, -0.575], [-0.517, -7.835, -1.126], [1.039, -5.348, 1.131], [1.501, -2.998, 0.510], [0.448, -3.880, -3.552], [-0.028, -6.216, -2.918]], "atomic_forces_ev_per_a": [[0.1, -0.6, -0.1], [0.0, 0.1, 0.0], [0.1, 0.0, 0.1], [0.0, -0.1, -0.1], [0.0, 0.0, 0.0], [0.0, 0.0, 0.0], [-0.1, 0.1, 0.1], [0.0, 0.2, 0.1], [0.0, 0.0, -0.2], [0.0, 0.0, 0.0], [0.2, 0.1, -0.1], [-0.3, 0.0, 0.3], [0.0, 0.0, -0.1], [0.0, 0.0, 0.1], [0.0, 0.0, 0.0], [0.0, 0.0, 0.0], [0.0, 0.0, 0.0], [0.0, 0.0, 0.0], [0.0, 0.0, 0.0], [-0.1, 0.0, 0.0], [0.1, 0.0, 0.1], [-0.1, -0.1, 0.0], [0.0, 0.0, 0.0], [0.0, 0.0, 0.0], [0.0, 0.0, 0.0], [0.0, 0.0, 0.0], [0.0, 0.0, 0.0], [0.0, 0.0, 0.0], [0.0, 0.0, 0.0], [0.0, 0.0, 0.0], [0.0, 0.0, 0.0], [0.0, 0.0, 0.0], [0.0, 0.0, 0.0], [0.0, -0.1, 0.0], [0.0, 0.0, 0.0], [0.0, 0.0, 0.0], [0.0, 0.1, 0.0], [0.0, 0.0, 0.0], [-0.1, 0.0, 0.0], [0.2, -0.1, 0.0], [-0.1, 0.4, 0.1], [0.0, 0.0, 0.0], [0.0, 0.0, 0.0], [0.0, 0.0, 0.0], [0.0, 0.0, 0.0], [0.0, 0.0, 0.0], [0.0, 0.0, 0.0], [0.0, 0.0, 0.0], [0.0, 0.0, 0.0], [-0.1, 0.1, 0.0], [0.0, 0.1, 0.0], [0.0, 0.0, 0.0], [0.0, 0.0, 0.0], [0.0, 0.0, 0.0], [0.0, 0.0, 0.0], [0.0, 0.0, 0.0], [0.0, 0.0, 0.0], [0.0, 0.0, 0.0], [0.0, 0.0, 0.0], [0.0, 0.0, 0.0], [0.0, 0.0, 0.0], [0.0, 0.0, 0.0], [-0.1, 0.0, -0.1], [0.0, 0.2, 0.0], [0.0, 0.0, 0.0], [0.1, -0.1, 0.0], [0.0, 0.0, 0.0], [0.0, 0.0, 0.0], [0.0, 0.0, 0.0], [0.0, 0.0, 0.0], [0.0, 0.0, 0.0], [0.0, 0.0, 0.0], [0.0, 0.0, 0.0]]}

=====

[3]
{"formula": "C22H66N9O5P3S2", "method": "the ωB97M-V functional and the def2-TZVPD basis", "orbital_gap_ev": [5.87, 1.29], "total_energy_ha": -3566.8516, "spin_multiplicity": 2, "s_squared": 0.76, "e_above_lowest_kj_mol": 223.52, "max_force_ev_per_a": 4.4, "total_charge": 1, "symbols": ["O", "P", "N", "C", "C", "N", "C", "C", "N", "C", "C", "H", "H", "H", "H", "H", "H", "H", "H", "H", "H", "H", "H", "H", "H", "H", "H", "H", "H", "O", "P", "N", "C", "C", "N", "C", "C", "N", "C", "C", "H", "H", "H", "H", "H", "H", "H", "H", "H", "H", "H", "H", "H", "H", "H", "H", "H", "H", "O", "P", "N", "C", "C", "N", "C", "C", "N", "C", "C", "H", "H", "H", "H", "H", "H", "H", "H", "H", "H", "H", "H", "H", "H", "H", "H", "H", "H", "C", "S", "O", "C", "H", "H", "H", "H", "H", "H", "C", "S", "O", "C", "H", "H", "H", "H", "H", "H"], "positions_angstrom": [[-0.182, 1.715, 4.443], [-0.614, 0.313, 4.641], [0.517, -0.840, 5.319], [0.203, -2.255, 5.660], [1.800, -0.395, 5.762], [-0.957, -0.514, 3.182], [-2.161, -1.351, 2.994], [-0.251, -0.374, 1.977], [-2.075, 0.237, 5.557], [-3.353, 0.950, 5.173], [-2.156, 0.057, 7.031], [1.083, -2.765, 6.055], [-0.127, -2.800, 4.776], [-0.626, -2.447, 6.341], [1.813, -0.229, 6.839], [2.078, 0.506, 5.215], [2.634, -1.087, 5.648], [-1.727, -2.237, 2.530], [-2.536, -1.642, 3.975], [-2.929, -0.979, 2.315], [0.272, 0.581, 1.921], [0.511, -1.149, 2.046], [-0.900, -0.484, 1.108], [-3.442, 1.060, 4.093], [-4.236, 0.602, 5.708], [-3.243, 2.012, 5.390], [-3.034, -0.543, 7.266], [-2.315, 1.052, 7.447], [-1.359, -0.559, 7.447], [1.239, -3.347, -0.218], [2.715, -3.566, 0.042], [3.443, -4.390, -1.325], [3.737, -3.695, -2.535], [3.361, -5.876, -1.407], [3.064, -4.496, 1.405], [4.331, -5.225, 1.517], [2.303, -4.300, 2.646], [3.657, -2.057, 0.261], [4.996, -1.881, 0.909], [3.189, -0.815, -0.314], [4.162, -2.707, -2.358], [2.864, -3.555, -3.173], [4.578, -4.192, -3.018], [2.506, -6.282, -0.867], [4.373, -6.280, -1.384], [3.128, -6.062, -2.455], [4.919, -5.188, 2.434], [4.012, -6.246, 1.305], [5.036, -4.873, 0.764], [2.587, -5.041, 3.393], [2.544, -3.316, 3.048], [1.236, -4.443, 2.476], [5.413, -0.902, 1.144], [4.741, -2.239, 1.906], [5.622, -2.632, 0.427], [2.321, -0.988, -0.951], [3.980, -0.431, -0.957], [3.014, -0.001, 0.389], [-2.314, 3.920, -3.016], [-1.723, 2.888, -2.154], [-0.024, 3.054, -1.922], [0.591, 3.848, -2.964], [0.691, 2.695, -0.714], [-2.100, 1.258, -2.538], [-3.539, 0.986, -2.710], [-1.369, 0.804, -3.731], [-2.357, 3.024, -0.548], [-3.280, 4.183, -0.254], [-2.124, 2.013, 0.498], [1.630, 4.104, -2.753], [0.012, 4.771, -2.987], [0.606, 3.345, -3.931], [1.685, 3.111, -0.549], [0.834, 1.615, -0.743], [0.078, 2.820, 0.179], [-3.655, -0.090, -2.576], [-4.231, 1.429, -1.994], [-3.876, 1.303, -3.697], [-0.329, 1.106, -3.602], [-1.354, -0.226, -4.088], [-1.788, 1.373, -4.561], [-3.300, 4.629, 0.741], [-3.171, 5.006, -0.960], [-4.267, 3.758, -0.433], [-3.095, 1.690, 0.873], [-1.562, 2.526, 1.279], [-1.628, 1.128, 0.101], [-0.180, 9.222, -4.675], [-1.591, 9.211, -3.475], [-2.738, 10.050, -4.072], [-2.073, 7.399, -3.452], [0.721, 9.135, -4.067], [-0.144, 10.170, -5.213], [-0.113, 8.447, -5.439], [-1.585, 6.696, -4.128], [-3.073, 7.321, -3.880], [-2.019, 6.876, -2.497], [-1.048, -4.851, -4.698], [-0.981, -3.066, -5.199], [-0.823, -2.980, -6.740], [-2.806, -2.810, -5.001], [-1.679, -5.478, -5.329], [-1.181, -5.087, -3.642], [-0.142, -5.449, -4.803], [-3.201, -3.076, -5.982], [-3.010, -1.769, -4.748], [-3.135, -3.442, -4.176]], "atomic_forces_ev_per_a": [[0.8, -0.8, 0.0], [-1.1, -1.8, -0.2], [-1.3, 0.3, 0.0], [-0.6, 0.4, -0.9], [0.7, 0.8, 0.8], [-3.5, 1.2, 2.2], [1.6, -0.7, 0.7], [1.9, 0.2, -0.1], [-0.6, -0.8, 0.1], [2.1, 1.0, -0.8], [0.1, -0.4, -1.0], [0.0, 0.3, 0.0], [0.3, 0.0, -0.4], [0.0, 0.6, 0.5], [0.0, 0.5, 0.3], [0.0, 0.1, 0.3], [-0.3, -0.5, -0.7], [-0.5, -0.5, -0.1], [-0.4, 0.1, -0.3], [-0.1, 0.5, 0.1], [0.0, 0.2, -0.1], [0.3, -0.2, -1.1], [0.2, -0.2, 0.0], [-0.3, -1.0, -0.1], [0.2, -0.5, -0.3], [0.0, 0.2, 0.7], [-0.3, 0.1, -0.2], [0.5, -0.1, 0.6], [0.5, 0.7, -0.1], [2.3, 0.3, 0.9], [0.5, 0.9, -1.1], [-0.5, -0.1, 3.5], [0.7, 0.6, -0.1], [-0.1, 1.7, -2.0], [0.2, 0.7, -0.4], [-0.3, -0.4, -1.0], [0.1, 0.0, -0.4], [-1.4, 0.0, -0.5], [-2.0, -2.8, 1.0], [0.1, -0.2, -1.0], [-0.3, 0.2, 0.4], [0.0, -0.3, -0.4], [-0.3, -0.3, -0.5], [0.7, -0.2, 0.6], [-0.2, -0.5, 1.1], [-0.4, -0.2, -0.2], [-0.7, 0.4, 0.5], [0.9, -0.4, 0.1], [-0.2, -0.2, -0.3], [0.2, -0.1, -0.2], [-0.4, 0.2, 0.3], [0.0, 0.4, -0.1], [-0.4, 0.2, -1.2], [0.8, -0.4, 0.5], [0.9, 0.6, 0.2], [-0.2, 0.1, 0.2], [0.1, 0.2, -0.4], [-0.4, -0.2, 0.5], [0.2, 0.7, -0.8], [0.1, -1.1, 4.2], [-1.4, 0.1, -1.1], [0.3, 0.4, 0.2], [-0.6, -1.7, 0.4], [0.3, 0.5, 0.2], [0.1, -0.4, 0.2], [0.5, 1.3, -0.5], [0.5, 0.9, -1.6], [-0.3, -1.5, -0.8], [-0.8, 1.0, -0.5], [0.0, -0.2, 0.4], [0.3, 0.3, -0.7], [-0.2, 0.1, -0.2], [-0.3, 0.6, -0.5], [0.4, -0.3, 0.1], [0.2, 0.6, -0.1], [-0.1, -0.1, -0.3], [0.5, 0.4, 0.3], [0.0, -0.1, -0.2], [0.1, -0.1, -0.1], [-0.5, -0.3, 1.0], [0.2, 0.1, -0.5], [0.7, -0.5, 0.3], [0.3, -0.3, -0.1], [-0.5, 0.4, 0.2], [-0.1, -0.1, 0.3], [0.1, -0.6, 0.4], [0.1, 0.4, 0.0], [0.6, 0.6, 0.2], [-0.7, -1.1, -2.5], [1.5, -1.3, 0.9], [-0.8, -0.6, -0.2], [-0.1, 0.1, 0.2], [-0.3, 0.2, 0.4], [-0.9, -0.4, 0.4], [1.2, 0.8, -0.3], [-0.4, 0.6, 0.5], [-0.1, 0.8, 0.4], [0.7, -1.2, -0.2], [-0.7, -0.8, -2.3], [0.1, -0.3, 2.7], [0.9, -0.1, 0.4], [-0.8, 0.6, 0.0], [-0.8, 0.9, 0.2], [1.0, 1.0, -0.6], [-0.1, -0.1, 0.2], [0.1, 0.0, -0.2], [-0.2, 0.0, -0.2]]}

=====

[4]
{"formula": "C2H3O3PS", "method": "the ωB97M-V functional and the def2-TZVPD basis", "orbital_gap_ev": 6.20, "total_energy_ha": -1043.2935, "e_above_lowest_kj_mol": 108.50, "smiles": "C=CSP(=O)([O-])[O-]", "max_force_ev_per_a": 3.7, "total_charge": -2, "symbols": ["C", "C", "O", "O", "O", "P", "S", "H", "H", "H"], "positions_angstrom": [[0.031, 0.019, -0.503], [-0.590, 0.452, 0.558], [-3.157, -0.498, -1.528], [-3.315, -1.230, 0.926], [-5.062, 0.386, -0.028], [-3.682, -0.257, -0.159], [-2.330, 1.657, 0.479], [1.039, -0.523, -0.605], [-0.532, 0.089, -1.390], [-0.183, 0.377, 1.555]], "atomic_forces_ev_per_a": [[1.5, -1.1, -0.8], [-2.2, 2.6, 1.1], [0.4, -0.2, -1.0], [0.2, -0.1, 0.0], [0.8, -0.2, -0.2], [-1.6, 0.5, 1.1], [2.9, -2.4, 0.1], [-1.5, 0.7, 0.7], [-0.4, 0.1, -1.3], [-0.1, 0.0, 0.3]]}